Below is a structure of composition C3H8NO2, with properties calculated with ωB97M-V with the def2-TZVPD basis set.

total charge = +1
gap between HOMO and LUMO = 0.1794 hartree
calculated total energy = -323.8408 Ha
LUMO = -8.556 eV
HOMO energy = -13.438 eV
strongest force on any atom = 7.27 eV Å⁻¹

Positions of all 14 atoms, in Å:
O (2.12, 2.86, -0.09)
C (2.65, 3.96, -0.15)
C (-0.91, -2.09, 1.19)
N (-1.17, -2.21, -0.26)
C (-2.56, -2.17, -0.69)
O (3.57, 4.47, 0.72)
H (2.43, 4.72, -0.91)
H (-0.33, -1.17, 1.37)
H (-0.36, -2.96, 1.54)
H (3.93, 3.65, 0.25)
H (-0.61, -2.85, -0.80)
H (-2.79, -1.14, -1.02)
H (-3.15, -2.01, 0.22)
H (-2.80, -3.04, -1.37)